Here is a molecular structure, C34H54N2O2SSeV from OMol25. Energies are from ωB97M-V with the def2-TZVPD basis set.

```
95
C34H54N2O2SSeV ωB97M-V with the def2-TZVPD basis set
V 0.252 -0.030 -0.083
C 5.540 -2.866 4.557
C 4.094 -3.277 4.868
C 3.608 -2.510 6.107
C 4.081 -4.770 5.196
C 3.195 -2.939 3.680
C 3.083 -1.623 3.248
C 2.254 -1.301 2.195
Se 1.994 0.561 1.778
C 0.576 0.863 3.047
C 0.932 1.085 4.371
C -0.028 1.115 5.362
C -1.353 0.913 4.960
C -1.750 0.703 3.650
C -0.752 0.688 2.629
O -1.063 0.493 1.364
C -3.217 0.438 3.300
C -3.755 1.554 2.393
C -3.340 -0.927 2.602
C -4.112 0.397 4.540
C 0.300 1.304 6.842
C -0.120 0.050 7.621
C 1.795 1.526 7.070
C -0.456 2.521 7.392
C 1.483 -2.252 1.486
O 0.755 -1.894 0.462
C 1.567 -3.590 1.943
C 2.427 -3.878 3.002
C 0.772 -4.771 1.353
C 0.010 -5.485 2.483
C -0.277 -4.398 0.297
C 1.753 -5.757 0.702
H 6.192 -3.089 5.406
H 5.614 -1.799 4.346
H 5.913 -3.406 3.684
H 4.239 -2.735 6.970
H 2.579 -2.784 6.348
H 3.636 -1.431 5.943
H 4.740 -4.962 6.045
H 4.436 -5.369 4.355
H 3.080 -5.113 5.466
H 3.632 -0.830 3.743
H 1.982 1.201 4.608
H -2.114 0.910 5.729
H -3.153 1.638 1.493
H -3.727 2.513 2.916
H -4.792 1.348 2.116
H -2.703 -0.975 1.721
H -4.379 -1.105 2.307
H -3.039 -1.727 3.281
H -4.110 1.349 5.076
H -3.810 -0.392 5.232
H -5.139 0.192 4.231
H 0.412 -0.827 7.248
H -1.190 -0.141 7.525
H 0.107 0.167 8.684
H 2.382 0.664 6.743
H 1.984 1.671 8.136
H 2.156 2.410 6.541
H -1.536 2.404 7.287
H -0.164 3.428 6.859
H -0.235 2.659 8.454
H 2.490 -4.909 3.321
H -0.689 -4.797 2.963
H 0.674 -5.880 3.251
H -0.560 -6.323 2.075
H -0.996 -3.676 0.686
H -0.814 -5.309 0.015
H 0.180 -3.969 -0.592
H 2.486 -6.128 1.421
H 2.296 -5.273 -0.112
H 1.213 -6.616 0.293
C -2.248 0.859 -1.505
C -1.288 1.983 -1.893
N -0.100 1.989 -1.023
C 1.136 2.422 -1.680
C 1.586 1.459 -2.783
S 1.375 -0.313 -2.393
C -0.136 -0.738 -3.340
C -1.287 -1.253 -2.472
N -1.558 -0.422 -1.298
H -3.041 0.775 -2.259
H -2.711 1.109 -0.553
H -1.823 2.936 -1.855
H -0.954 1.862 -2.923
H -0.273 2.548 -0.193
H 1.905 2.468 -0.908
H 1.045 3.424 -2.120
H 2.650 1.612 -2.964
H 1.082 1.650 -3.729
H 0.135 -1.514 -4.054
H -0.428 0.138 -3.919
H -1.024 -2.242 -2.093
H -2.176 -1.362 -3.105
H -2.094 -0.963 -0.628
```

Results
Kohn-Sham gap (alpha / beta) = 6.296 / 6.868 eV
molar mass = 684.79 u
net charge = 0
LUMO energy (alpha / beta) = 0.091 / 0.085 eV
2S+1 = 4
total energy = -5331.67844 Eh

---

Here is a molecular structure, C34H55BrCaN3OP2 at a distorted geometry from OMol25. Energies are from ωB97M-V with the def2-TZVPD basis set.

```
97
C34H55BrCaN3OP2 ωB97M-V with the def2-TZVPD basis set
C -1.365 2.401 -0.214
C -2.158 0.320 -1.002
C -2.486 3.072 -0.724
C -3.284 0.902 -1.590
C -3.448 2.302 -1.405
H -2.545 4.140 -0.576
H -3.988 0.275 -2.135
H -4.319 2.779 -1.812
N -1.322 1.054 -0.252
P 1.548 2.399 0.102
P -1.133 -2.080 0.323
C -0.160 3.130 0.445
H -0.105 4.188 0.124
H -0.299 3.121 1.552
C 2.791 -1.054 1.042
O 3.735 -1.671 1.258
C -1.745 -1.134 -1.232
H -2.568 -1.728 -1.641
C -0.395 -3.755 -0.133
C -2.470 -2.072 1.627
C 1.990 2.738 -1.696
C 2.754 3.011 1.405
C 1.150 -3.673 -0.340
H 1.699 -3.713 0.615
H 1.460 -4.554 -0.934
H 1.467 -2.775 -0.894
C -0.647 -4.756 1.008
H -0.114 -4.447 1.920
H -1.719 -4.845 1.226
H -0.256 -5.741 0.701
C -1.075 -4.208 -1.435
H -1.044 -5.309 -1.480
H -2.131 -3.909 -1.497
H -0.547 -3.799 -2.313
C -1.884 -2.627 2.976
H -0.791 -2.492 3.051
H -2.311 -2.074 3.833
H -2.122 -3.698 3.096
C -2.964 -0.625 1.881
H -2.139 0.088 1.955
H -3.648 -0.273 1.100
H -3.488 -0.582 2.849
C -3.605 -2.943 1.042
H -3.487 -3.207 -0.021
H -3.734 -3.874 1.618
H -4.535 -2.356 1.103
C 4.121 2.309 1.183
H 4.854 2.752 1.882
H 4.055 1.226 1.394
H 4.496 2.415 0.151
C 2.269 2.660 2.827
H 1.224 2.949 2.987
H 2.363 1.587 3.044
H 2.883 3.211 3.560
C 2.826 4.539 1.268
H 1.854 4.975 0.989
H 3.095 4.969 2.247
H 3.589 4.836 0.532
C 0.700 2.718 -2.528
H 0.038 3.558 -2.286
H 0.968 2.781 -3.592
H 0.159 1.776 -2.377
C 2.953 1.599 -2.189
H 2.428 0.926 -2.886
H 3.826 2.050 -2.697
H 3.319 0.937 -1.386
C 2.650 4.121 -1.820
H 2.034 4.904 -1.347
H 3.663 4.121 -1.384
H 2.733 4.355 -2.896
Ca 0.566 -0.034 0.542
N 0.695 -0.761 -1.687
C -0.376 -1.068 -2.199
C -0.602 -1.360 -3.778
C -1.977 -1.900 -4.109
C -0.421 -0.037 -4.510
C 0.499 -2.360 -4.200
H -2.171 -2.843 -3.592
H -2.758 -1.174 -3.869
H -2.017 -2.099 -5.185
H 0.586 0.342 -4.303
H -0.536 -0.171 -5.593
H -1.153 0.704 -4.166
H 0.102 -3.185 -4.806
H 1.269 -1.827 -4.771
H 1.011 -2.773 -3.322
Br 1.873 -1.867 6.129
C 0.858 -0.611 5.117
C 0.019 0.305 5.730
C -0.722 1.186 4.939
C -0.583 1.094 3.550
N 0.215 0.192 2.948
C 0.952 -0.652 3.718
H -0.054 0.317 6.825
H -1.406 1.932 5.328
H -1.138 1.769 2.880
H 1.607 -1.341 3.184
```

Results
Kohn-Sham gap = 6.434 eV
molar mass = 703.76 u
net charge = +1
LUMO energy = -2.768 eV
total energy = -5502.19181 Eh
energy above the lowest of the compared OMol25 structures with the same formula, charge and spin = 0.0 kJ/mol

---

Here is a molecular structure, C34H55BrN4O3SiSn at a distorted geometry from OMol25. Energies are from ωB97M-V with the def2-TZVPD basis set.

```
99
C34H55BrN4O3SiSn ωB97M-V with the def2-TZVPD basis set
Sn -2.713 -0.378 -0.166
C -2.957 1.900 -3.506
O -3.381 3.212 -3.155
C -3.354 3.564 -1.819
C -3.057 4.878 -1.538
C -3.052 5.361 -0.227
C -3.298 4.471 0.801
C -3.565 3.120 0.557
C -3.720 2.255 1.723
N -3.758 0.977 1.696
N -3.874 0.354 2.931
C -3.543 -0.914 2.831
O -3.084 -1.542 1.828
C -3.710 -1.715 4.092
C -3.858 -1.109 5.340
C -3.980 -1.879 6.484
C -3.969 -3.268 6.401
C -3.814 -3.876 5.162
C -3.678 -3.106 4.017
C -3.676 2.621 -0.785
O -4.071 1.443 -1.063
H -2.670 1.962 -4.560
H -3.746 1.165 -3.364
H -2.093 1.590 -2.915
H -2.839 5.534 -2.376
H -2.836 6.404 -0.025
H -3.284 4.812 1.832
H -3.731 2.748 2.702
H -3.871 -0.028 5.381
H -4.077 -1.396 7.451
H -4.080 -3.870 7.296
H -3.797 -4.958 5.088
H -3.542 -3.556 3.042
C 1.006 -2.796 5.188
C 1.983 -2.241 4.154
N 1.512 -1.027 3.517
C 1.905 0.235 4.112
C 2.825 1.054 3.213
C 0.475 -1.026 2.577
C 0.089 -2.331 1.920
N -0.159 -0.003 2.176
H 1.386 -3.717 5.638
H 0.042 -3.008 4.726
H 0.834 -2.068 5.984
H 2.201 -2.998 3.400
H 2.938 -2.006 4.633
H 2.411 0.015 5.055
H 1.015 0.820 4.371
H 3.761 0.520 3.042
H 3.051 2.022 3.664
H 2.360 1.224 2.243
H 0.571 -3.217 2.325
H 0.323 -2.252 0.857
H -0.994 -2.435 1.989
H 0.117 0.875 2.606
C 3.387 -0.283 -0.263
C 3.430 0.538 -1.563
C 3.293 2.008 -1.144
C 4.799 0.339 -2.222
Si 1.943 0.088 -2.714
Br 0.083 0.066 -1.317
C 1.999 -1.711 -3.419
C 2.907 -1.845 -4.648
C 0.590 -2.208 -3.789
C 2.518 -2.664 -2.334
C 1.539 1.443 -4.033
C 0.890 2.677 -3.379
C 0.505 0.889 -5.021
C 2.772 1.904 -4.818
H 4.070 0.169 0.464
H 3.698 -1.315 -0.411
H 2.388 -0.296 0.172
H 4.061 2.242 -0.398
H 2.316 2.204 -0.700
H 3.429 2.691 -1.982
H 5.599 0.597 -1.518
H 4.922 0.968 -3.106
H 4.952 -0.697 -2.529
H 2.577 -1.213 -5.473
H 2.900 -2.881 -5.005
H 3.944 -1.580 -4.422
H 0.184 -1.702 -4.663
H -0.131 -2.084 -2.982
H 0.649 -3.277 -4.023
H 3.571 -2.494 -2.105
H 2.416 -3.695 -2.688
H 1.943 -2.568 -1.413
H 0.082 2.404 -2.705
H 0.473 3.317 -4.163
H 1.604 3.270 -2.810
H -0.401 0.567 -4.507
H 0.886 0.047 -5.597
H 0.227 1.680 -5.726
H 3.522 2.356 -4.168
H 2.482 2.659 -5.557
H 3.249 1.079 -5.353
C -3.322 -1.950 -1.401
H -3.902 -1.536 -2.247
H -4.018 -2.622 -0.869
```

Results
Kohn-Sham gap = 3.270 eV
molar mass = 794.54 u
net charge = -2
LUMO energy = 3.972 eV
total energy = -4851.05777 Eh
energy above the lowest of the compared OMol25 structures with the same formula, charge and spin = 165.4 kJ/mol

---

Here is 16 unconnected molecules or ions with the total composition C34H55N16OS from OMol25. Energies are from ωB97M-V with the def2-TZVPD basis set.

```
107
C34H55N16OS ωB97M-V with the def2-TZVPD basis set
S 1.362 1.685 1.263
C 1.330 1.902 3.061
C 2.418 2.895 3.554
O 3.388 2.271 4.359
C 2.920 1.592 5.513
C 1.610 0.859 5.230
N 1.576 0.596 3.757
H 1.208 0.353 1.207
H 0.345 2.224 3.397
H 2.957 3.277 2.689
H 1.944 3.747 4.052
H 3.707 0.884 5.774
H 2.788 2.245 6.379
H 0.750 1.477 5.478
H 1.514 -0.068 5.790
H 0.853 -0.077 3.504
H 2.492 0.250 3.452
C -0.342 4.644 6.271
C -0.931 3.309 6.288
N -1.406 2.263 6.315
H 0.717 4.589 6.520
H -0.466 5.093 5.286
H -0.833 5.268 7.017
C 4.660 1.260 -0.823
C 3.910 0.043 -0.540
N 3.301 -0.909 -0.337
H 5.724 1.084 -0.679
H 4.481 1.565 -1.853
H 4.331 2.054 -0.154
C -0.423 -1.462 -0.569
C -1.641 -1.858 -1.262
N -2.596 -2.204 -1.798
H -0.318 -0.379 -0.614
H -0.482 -1.775 0.472
H 0.445 -1.924 -1.038
C 1.590 -2.525 -4.296
C 1.785 -1.080 -4.374
N 1.936 0.058 -4.373
H 2.262 -3.038 -4.979
H 1.797 -2.864 -3.282
H 0.566 -2.780 -4.556
C -0.403 1.676 -5.907
C -1.691 1.857 -6.568
N -2.706 2.001 -7.084
H 0.279 1.134 -6.559
H 0.037 2.640 -5.665
H -0.534 1.112 -4.988
C 2.646 5.434 -5.738
C 1.900 4.650 -4.763
N 1.319 4.022 -3.995
H 2.954 6.368 -5.275
H 3.519 4.877 -6.074
H 2.015 5.652 -6.597
C -4.666 0.726 0.062
C -3.375 0.532 0.708
N -2.346 0.358 1.186
H -4.725 1.732 -0.348
H -4.776 0.003 -0.746
H -5.467 0.585 0.785
C -3.469 -4.160 0.855
C -2.687 -5.209 1.498
N -2.050 -6.026 1.990
H -3.050 -3.927 -0.122
H -4.505 -4.473 0.743
H -3.436 -3.260 1.468
C 2.810 -0.903 9.349
C 2.969 0.517 9.049
N 3.103 1.641 8.860
H 3.448 -1.498 8.698
H 3.093 -1.091 10.383
H 1.771 -1.199 9.211
C -3.070 4.404 9.970
C -1.873 5.200 9.716
N -0.931 5.830 9.535
H -3.846 4.663 9.253
H -2.836 3.345 9.878
H -3.435 4.603 10.976
C 0.813 -8.043 2.278
C 1.673 -8.591 3.321
N 2.343 -9.014 4.150
H 1.256 -7.133 1.878
H 0.698 -8.764 1.471
H -0.168 -7.805 2.683
C -2.048 -5.627 -4.847
C -0.597 -5.543 -4.714
N 0.546 -5.486 -4.628
H -2.350 -5.265 -5.826
H -2.363 -6.663 -4.752
H -2.523 -5.026 -4.073
C -6.155 -7.866 -6.187
C -4.869 -7.441 -6.728
N -3.856 -7.111 -7.153
H -6.116 -7.872 -5.099
H -6.937 -7.183 -6.513
H -6.389 -8.869 -6.540
C 1.520 0.444 -9.236
C 1.740 1.882 -9.123
N 1.909 3.012 -9.018
H 2.168 0.030 -10.006
H 1.745 -0.038 -8.286
H 0.482 0.251 -9.502
C -0.379 7.434 -2.843
C 0.862 7.818 -3.504
N 1.846 8.100 -4.022
H -0.249 7.481 -1.763
H -1.179 8.109 -3.137
H -0.638 6.415 -3.129
```

Results
Kohn-Sham gap = 9.799 eV
molar mass = 735.99 u
net charge = +1
LUMO energy = -2.824 eV
total energy = -2677.67997 Eh

---

Here is a molecular structure, C34H55N4OP2STi at a distorted geometry from OMol25. Energies are from ωB97M-V with the def2-TZVPD basis set.

```
98
C34H55N4OP2STi ωB97M-V with the def2-TZVPD basis set
C 2.881 -0.526 1.601
C 2.074 1.583 1.131
C 3.952 0.013 2.295
C 2.983 2.181 2.006
C 3.941 1.369 2.604
H 4.759 -0.663 2.578
H 2.954 3.254 2.159
H 4.725 1.791 3.222
N 1.826 0.254 1.275
P 1.210 -2.591 0.857
P -0.257 3.114 -0.368
C 2.932 -1.915 0.993
H 3.366 -1.859 -0.021
H 3.587 -2.563 1.587
C -1.307 -0.349 -1.124
O -2.032 -0.032 -2.003
C 1.658 2.213 -0.168
H 2.265 3.120 -0.289
C 0.104 4.199 -1.877
C -2.057 3.326 0.310
C 1.105 -3.657 -0.675
C 1.099 -3.434 2.521
C -0.155 3.297 -3.094
H -1.163 2.864 -3.101
H -0.016 3.900 -4.003
H 0.573 2.475 -3.118
C -0.746 5.484 -1.926
H -1.819 5.302 -2.026
H -0.572 6.121 -1.048
H -0.446 6.067 -2.810
C 1.584 4.650 -1.967
H 1.651 5.445 -2.734
H 1.958 5.065 -1.018
H 2.248 3.833 -2.298
C -3.115 3.349 -0.804
H -3.171 2.371 -1.307
H -4.096 3.540 -0.335
H -2.970 4.115 -1.572
C -2.491 2.200 1.256
H -2.663 1.259 0.714
H -1.764 2.002 2.051
H -3.449 2.483 1.721
C -1.895 4.615 1.121
H -1.713 5.496 0.496
H -2.798 4.792 1.720
H -1.045 4.504 1.811
C -0.186 -4.270 2.542
H -0.316 -4.679 3.555
H -1.072 -3.660 2.316
H -0.146 -5.120 1.849
C 1.020 -2.356 3.619
H 1.884 -1.679 3.602
H 0.106 -1.754 3.525
H 1.001 -2.864 4.595
C 2.325 -4.319 2.820
H 2.101 -4.909 3.722
H 2.561 -5.020 2.011
H 3.218 -3.720 3.044
C 1.679 -2.904 -1.891
H 2.765 -2.758 -1.809
H 1.480 -3.513 -2.788
H 1.217 -1.916 -2.049
C -0.385 -3.957 -0.925
H -0.957 -3.051 -1.182
H -0.456 -4.651 -1.774
H -0.869 -4.429 -0.060
C 1.896 -4.950 -0.451
H 2.951 -4.748 -0.220
H 1.460 -5.580 0.336
H 1.870 -5.531 -1.384
Ti 0.114 -0.532 0.248
N 0.974 0.245 -1.332
C 1.754 1.283 -1.243
C 2.819 1.401 -2.283
C 2.629 0.763 -3.524
C 4.064 1.975 -1.973
C 3.628 0.840 -4.501
H 1.705 0.201 -3.711
C 5.063 2.021 -2.943
H 4.229 2.334 -0.955
C 4.847 1.466 -4.209
H 3.461 0.393 -5.484
H 6.011 2.487 -2.688
H 5.651 1.467 -4.943
C -4.473 -2.542 -0.245
N -3.624 -1.576 0.450
C -3.006 -1.779 1.616
S -1.587 -0.845 2.055
N -3.498 -2.666 2.512
C -4.925 -2.987 2.624
H -4.148 -3.581 -0.078
H -4.411 -2.331 -1.318
H -5.520 -2.422 0.064
H -3.196 -0.859 -0.138
H -2.977 -2.676 3.393
H -5.167 -3.880 2.036
H -5.134 -3.199 3.676
H -5.551 -2.145 2.303
```

Results
Kohn-Sham gap (alpha / beta) = 5.213 / 4.610 eV
molar mass = 677.72 u
net charge = +1
LUMO energy (alpha / beta) = -2.825 / -3.180 eV
2S+1 = 3
total energy = -3552.84251 Eh
energy above the lowest of the compared OMol25 structures with the same formula, charge and spin = 431.3 kJ/mol

---

Question: What is the formula in the fourth record?
Answer: C34H55N16OS

---

Question: Which value of total energy does entry 3 give?
Answer: -4851.05777 Eh

---

Question: What is the formula in the third record?
Answer: C34H55BrN4O3SiSn

---

Question: Among the records above, which one has the highest molar mass?
Answer: C34H55BrN4O3SiSn